Record 1
Here is a molecular structure, C4H8CsF3I2N2O2 in a non-equilibrium geometry from the Open Molecules 2025 dataset. Energies are from ωB97M-V with the def2-TZVPD basis set.

```
22
Properties=species:S:1:pos:R:3
Cs -0.0177 0.3929 1.6705
I 3.5704 2.0621 0.9676
C 3.0092 3.8684 1.9063
I 0.9129 4.1686 1.9520
H 3.4609 4.7082 1.3900
H 3.3668 3.8470 2.9295
C -3.9429 -1.0830 -1.1848
O -2.7791 -1.1253 -2.0229
C -1.6819 -0.5771 -1.4981
O -1.6170 -0.0657 -0.3992
N -0.6212 -0.6593 -2.3426
N 0.6123 -0.2344 -1.8440
H -4.7147 -1.5956 -1.7494
H -4.2271 -0.0491 -0.9961
H -3.7476 -1.5944 -0.2445
H -0.6781 -1.2352 -3.1678
H 1.0338 0.4302 -2.4775
H 1.2306 -1.0169 -1.6618
F 1.7799 -3.0675 1.0318
C 1.6095 -2.1253 2.0569
F 2.7809 -2.2728 2.7930
F 0.6601 -2.7759 2.8910
```

Results
* HOMO level: -6.6 eV
* multiplicity: 1
* max |F|: 1.03 eV/Å
* electronic energy: -36253.2139 eV
* net charge: 0
* ΔE to the lowest compared entry with this formula, charge and spin: 0.0000 eV


Record 2
Here is a molecular structure, C33H44AsBrKN4O6S from the Open Molecules 2025 dataset. Energies are from ωB97M-V with the def2-TZVPD basis set.

```
91
Properties=species:S:1:pos:R:3
K -0.4767 0.2177 1.5666
Br 4.2944 -1.1195 7.1598
C 3.2026 -0.1907 5.9033
C 2.2176 0.7001 6.3602
C 1.4368 1.3701 5.4639
C 1.5511 1.2061 4.0349
O 0.7807 1.8279 3.2552
C 2.5866 0.2921 3.6078
C 2.9330 0.0413 2.2290
N 2.3193 0.4756 1.1908
C 2.9123 0.2943 -0.0533
C 4.2565 0.4834 -0.2774
C 4.8221 0.3404 -1.5598
C 4.0468 0.0217 -2.6353
C 2.6518 -0.1514 -2.4603
C 1.7848 -0.4605 -3.5345
C 0.4514 -0.6107 -3.3084
C -0.0306 -0.4425 -1.9910
N 0.7346 -0.1465 -0.9742
C 2.0740 -0.0056 -1.1793
C 3.3775 -0.3764 4.5620
H 2.0818 0.8538 7.4239
H 0.6742 2.0595 5.8061
H 3.8266 -0.5893 2.1052
H 4.8844 0.7914 0.5487
H 5.8859 0.5001 -1.6858
H 4.4730 -0.0849 -3.6256
H 2.2045 -0.5822 -4.5273
H -0.2386 -0.8734 -4.0996
H -1.0797 -0.6132 -1.7754
H 4.1485 -1.0552 4.2133
C -1.5621 5.2886 2.8074
C -0.9587 4.2252 1.8980
C 0.3603 4.6947 1.2972
S 1.1252 3.4304 0.2700
O 2.4172 4.0074 -0.2272
C -0.0838 3.4944 -1.0992
C 0.5733 3.1608 -2.4359
C 1.2155 4.3720 -3.1010
H -2.5026 4.9430 3.2397
H -1.7617 6.2167 2.2642
H -0.8849 5.5249 3.6314
H -1.6667 3.9612 1.1113
H -0.7689 3.3170 2.4696
H 1.0962 4.8726 2.0851
H 0.2587 5.6057 0.6997
H -0.5802 4.4697 -1.1329
H -0.8250 2.7415 -0.8199
H -0.1846 2.7286 -3.0974
H 1.3276 2.3835 -2.2871
H 0.4698 5.1501 -3.2890
H 1.6664 4.1016 -4.0580
H 1.9902 4.7836 -2.4558
C -2.0620 -6.9992 -1.3519
C -2.2695 -5.5334 -0.9918
C -0.9936 -4.6773 -0.7871
C -0.0410 -4.7805 -1.9888
C 1.2237 -3.9472 -1.8094
C -0.2572 -5.1745 0.4386
O 0.2750 -6.2711 0.4887
N -0.2211 -4.3206 1.4933
C -0.6940 -2.9886 1.5231
O -0.4887 -2.3633 2.5577
N -1.3212 -2.4803 0.4411
C -1.4808 -3.2158 -0.6708
O -2.0429 -2.7509 -1.6716
H -3.0306 -7.4994 -1.4165
H -1.4518 -7.5167 -0.6136
H -1.5761 -7.1048 -2.3228
H -2.8724 -5.4610 -0.0801
H -2.8370 -5.0330 -1.7782
H -0.5967 -4.4449 -2.8666
H 0.2296 -5.8272 -2.1285
H 0.9866 -2.9012 -1.6078
H 1.8418 -3.9758 -2.7083
H 1.8279 -4.3223 -0.9805
H 0.2741 -4.6110 2.3241
C -5.3585 2.2305 -0.2312
As -3.7038 1.2749 -0.4993
C -3.1568 1.7983 -2.2704
C -4.1695 -0.5822 -0.5822
O -2.6025 1.6682 0.6601
H -6.0877 1.9667 -0.9965
H -5.1535 3.2992 -0.2644
H -5.7485 1.9734 0.7522
H -3.9480 1.5656 -2.9828
H -2.2466 1.2689 -2.5461
H -2.9647 2.8705 -2.2674
H -4.8992 -0.7217 -1.3808
H -4.6083 -0.8678 0.3731
H -3.2827 -1.1917 -0.7702
```

Results
* HOMO level: -4.4 eV
* multiplicity: 1
* max |F|: 0.29 eV/Å
* electronic energy: -211227.6053 eV
* net charge: -1
* ΔE to the lowest compared entry with this formula, charge and spin: 0.0000 eV


Record 3
Here is a molecular structure, C10H22N3 in a non-equilibrium geometry from the Open Molecules 2025 dataset. Energies are from ωB97M-V with the def2-TZVPD basis set.

```
35
Properties=species:S:1:pos:R:3
C -1.6093 2.6279 -0.2281
C -0.6809 1.8814 -0.2467
C -2.6821 3.5423 -0.1230
C 1.6024 -1.2664 -1.9628
C 0.1740 0.3509 -2.9063
C 1.2978 1.2222 1.8826
C 2.7772 -0.1201 0.7145
C -1.0997 -1.4548 2.2271
C -1.4747 -1.8204 -0.1982
C 0.8656 0.5776 -0.5155
N 0.8949 -0.0582 -1.6717
N 1.6174 0.7133 0.5675
N -0.5421 -1.7503 0.9068
H -3.3896 3.4206 0.7552
H -2.0820 4.5274 -0.1838
H -3.3317 3.2188 -0.9486
H 2.5088 -0.9910 -2.7386
H 2.1719 -1.7582 -1.0652
H 0.9104 -1.8210 -2.4760
H -0.5037 -0.2934 -3.2797
H -0.4094 1.3070 -2.6252
H 1.0280 0.4466 -3.4917
H 2.1120 1.6002 2.3529
H 0.5772 2.0893 1.7345
H 1.1000 0.4027 2.5315
H 3.4431 -0.3142 -0.1411
H 3.6446 0.3626 1.3276
H 2.6864 -1.0415 1.2236
H -1.5882 -2.3791 2.5725
H -0.5647 -0.9075 2.9921
H -1.8990 -0.7202 2.0364
H -1.4130 -2.6731 -0.9288
H -2.5072 -1.9343 0.0766
H -1.3617 -0.9204 -0.6715
H -0.0585 -2.6121 1.0045
```

Results
* HOMO level: -12.0 eV
* multiplicity: 1
* max |F|: 6.53 eV/Å
* electronic energy: -15183.1509 eV
* net charge: +1
* ΔE to the lowest compared entry with this formula, charge and spin: 8.6397 eV


Record 4
Here is a molecular structure, C61H53As2BrN6OTa from the Open Molecules 2025 dataset. Energies are from ωB97M-V with the def2-TZVPD basis set.

```
125
Properties=species:S:1:pos:R:3
Ta -0.1396 -0.1078 -0.2839
C -1.8520 -6.3807 -1.6722
C -1.0550 -5.1090 -1.5802
C -0.7613 -4.3534 -2.7193
C -0.0494 -3.1747 -2.6430
C 0.4265 -2.7072 -1.4163
N 1.1163 -1.4766 -1.2555
C 2.3809 -1.4206 -1.8571
C 2.9061 -2.5019 -2.5882
C 4.1028 -2.4368 -3.2683
C 4.8665 -1.2762 -3.2810
C 6.1393 -1.1621 -4.0723
C 4.4095 -0.2291 -2.5052
C 3.2362 -0.3128 -1.7550
N 2.9798 0.7765 -0.8629
C 3.8671 1.7406 -0.5507
C 3.2072 2.7428 0.1213
C 1.9028 2.2932 0.2098
N 1.7575 1.0898 -0.3642
C 0.1334 -3.4647 -0.2919
C -0.6048 -4.6411 -0.3559
N 0.6393 -3.0093 0.9543
C 1.2803 -3.7532 1.8751
C 1.7525 -2.8993 2.8450
C 1.3627 -1.6319 2.4143
N 0.6725 -1.6955 1.2747
H -2.1568 -6.5796 -2.6977
H -1.2704 -7.2349 -1.3236
H -2.7525 -6.3261 -1.0583
H -1.1209 -4.6951 -3.6821
H 0.1382 -2.5875 -3.5335
H 2.3610 -3.4302 -2.6254
H 4.4390 -3.3066 -3.8189
H 6.2721 -2.0236 -4.7238
H 6.1378 -0.2675 -4.6957
H 7.0077 -1.1052 -3.4144
H 4.9824 0.6877 -2.5019
H 4.9039 1.6503 -0.8155
H 3.6198 3.6528 0.5186
H 1.0617 2.7924 0.6539
H -0.8309 -5.1828 0.5564
H 1.3764 -4.8178 1.7456
H 2.3188 -3.1500 3.7241
H 1.5743 -0.6934 2.8904
C -2.3333 2.7470 1.4495
C -1.1489 2.9483 2.3832
As -0.0388 1.3309 2.5549
C 1.5102 2.0384 3.5034
C 1.3334 2.9473 4.5453
C 2.4239 3.4156 5.2612
C 3.7029 2.9703 4.9503
C 3.8873 2.0614 3.9196
C 2.7946 1.6006 3.1967
C -0.9189 0.4713 4.0735
C -0.1610 -0.2542 4.9904
C -0.7702 -0.9121 6.0503
C -2.1456 -0.8371 6.2212
C -2.9061 -0.0903 5.3326
C -2.2965 0.5534 4.2644
As -1.7831 2.2694 -0.3705
C -1.2756 4.0444 -1.0005
C -0.0146 4.3602 -1.4928
C 0.2812 5.6580 -1.8912
C -0.6816 6.6501 -1.8010
C -1.9460 6.3427 -1.3140
C -2.2405 5.0492 -0.9171
C -3.5205 2.1260 -1.2275
C -4.6431 1.6687 -0.5468
C -5.8617 1.5463 -1.2028
C -5.9664 1.8855 -2.5432
C -4.8539 2.3665 -3.2204
C -3.6380 2.4874 -2.5663
H -2.9255 3.6603 1.3763
H -2.9915 1.9531 1.7920
H -1.4840 3.2367 3.3803
H -0.5047 3.7530 2.0184
H 0.3409 3.2865 4.8164
H 2.2759 4.1232 6.0660
H 4.5532 3.3305 5.5136
H 4.8814 1.7112 3.6743
H 2.9619 0.9084 2.3784
H 0.9188 -0.2865 4.9071
H -0.1643 -1.4630 6.7578
H -2.6177 -1.3340 7.0583
H -3.9751 0.0026 5.4764
H -2.9145 1.1339 3.5946
H 0.7473 3.6013 -1.5875
H 1.2655 5.8890 -2.2768
H -0.4520 7.6600 -2.1132
H -2.7046 7.1111 -1.2478
H -3.2380 4.8230 -0.5582
H -4.5984 1.4443 0.5119
H -6.7335 1.2048 -0.6596
H -6.9161 1.7950 -3.0533
H -4.9334 2.6578 -4.2593
H -2.7833 2.8802 -3.1023
Br 0.3033 1.1143 -2.8645
C -1.2696 0.5502 -3.7562
C -1.5269 1.0171 -5.0078
C -2.6849 0.5578 -5.6651
C -3.4891 -0.3586 -5.0524
C -3.1919 -0.8594 -3.7612
C -3.9901 -1.8751 -3.1862
C -3.6236 -2.4052 -1.9867
C -2.5078 -1.8916 -1.2954
C -1.7265 -0.8418 -1.7289
C -2.0613 -0.3756 -3.0455
H -0.8573 1.7156 -5.4912
H -2.9134 0.9207 -6.6577
H -4.3682 -0.7372 -5.5594
H -4.8502 -2.2439 -3.7307
H -4.1783 -3.2317 -1.5572
H -2.2456 -2.4170 -0.3868
O -1.8027 -0.3814 1.0987
N -2.5862 -1.3101 1.6495
C -3.8835 -1.3244 1.2982
C -4.7502 -2.2158 1.8887
C -4.2741 -3.1059 2.8405
C -2.9335 -3.0621 3.1861
C -2.1009 -2.1424 2.5853
H -4.1569 -0.6185 0.5291
H -5.7887 -2.2053 1.5910
H -4.9408 -3.8131 3.3142
H -2.5197 -3.7174 3.9389
H -1.0644 -2.0155 2.8435
```

Results
* HOMO level (alpha / beta): -11.8 / -11.9 eV
* multiplicity: 2
* max |F|: 0.69 eV/Å
* electronic energy: -268363.9157 eV
* net charge: +2
* ΔE to the lowest compared entry with this formula, charge and spin: 0.0000 eV


Record 5
Here is a molecular structure, C34H32ClN4O5PV from the Open Molecules 2025 dataset. Energies are from ωB97M-V with the def2-TZVPD basis set.

```
78
Properties=species:S:1:pos:R:3
V -2.1525 1.7731 -0.8856
C -6.1146 2.3208 0.4150
C -4.6300 2.4126 0.5740
O -3.9513 1.6005 -0.1741
C -4.0477 3.2675 1.4718
C -2.6534 3.3660 1.6829
C -2.1531 4.2308 2.7974
N -1.7974 2.7265 0.9169
N -0.4578 2.9393 1.2316
C 0.2529 2.3589 0.3317
O -0.3159 1.6773 -0.6427
C 1.7248 2.4740 0.3355
C 2.4239 2.4875 1.5395
C 3.7981 2.6620 1.5368
C 4.4734 2.8503 0.3370
C 3.7747 2.8389 -0.8610
C 2.4032 2.6360 -0.8658
H -6.3813 2.6274 -0.5977
H -6.4360 1.2861 0.5388
H -6.6368 2.9526 1.1294
H -4.6900 3.8675 2.0984
H -2.9853 4.6551 3.3533
H -1.5139 3.6532 3.4639
H -1.5322 5.0294 2.3912
H 1.8792 2.3593 2.4659
H 4.3436 2.6623 2.4719
H 5.5446 3.0077 0.3382
H 4.3001 2.9837 -1.7965
H 1.8510 2.6082 -1.7963
N -2.3986 -0.3325 -0.8981
C -2.4377 -0.9310 -2.2476
C -2.0033 0.0927 -3.2902
O -1.8399 -0.2303 -4.4546
N -1.8791 1.3326 -2.7709
C -1.5695 2.4455 -3.6316
C -2.0310 3.6949 -2.9091
O -1.9806 4.8046 -3.3626
O -2.4874 3.4220 -1.6788
H -1.6302 -0.7618 -0.3729
H -3.2503 -0.5434 -0.3890
H -3.4514 -1.2461 -2.4928
H -1.7980 -1.8122 -2.3109
H -2.0384 2.3648 -4.6129
H -0.4890 2.5350 -3.7886
Cl -0.8474 -0.1168 2.2256
C 0.2404 -1.3499 2.8071
C 0.5773 -1.3335 4.1510
C 1.4222 -2.3112 4.6490
C 1.9150 -3.2967 3.8062
C 1.5685 -3.2955 2.4652
C 0.7312 -2.3154 1.9305
P 0.2720 -2.2645 0.1525
C 0.5649 -4.0047 -0.3328
C -0.4709 -4.9078 -0.0934
C -0.3316 -6.2477 -0.4190
C 0.8413 -6.6969 -1.0100
C 1.8706 -5.8038 -1.2684
C 1.7357 -4.4641 -0.9301
C 1.7107 -1.4223 -0.5930
C 2.9054 -1.1699 0.0778
C 3.9895 -0.6317 -0.6000
C 3.8936 -0.3486 -1.9545
C 2.6984 -0.5685 -2.6252
C 1.6102 -1.0904 -1.9435
H 0.1723 -0.5630 4.7925
H 1.6872 -2.3042 5.6981
H 2.5693 -4.0676 4.1913
H 1.9567 -4.0678 1.8141
H -1.3937 -4.5565 0.3562
H -1.1416 -6.9382 -0.2228
H 0.9489 -7.7404 -1.2761
H 2.7842 -6.1502 -1.7342
H 2.5463 -3.7741 -1.1320
H 2.9954 -1.3977 1.1324
H 4.9099 -0.4304 -0.0675
H 4.7441 0.0647 -2.4815
H 2.6074 -0.3300 -3.6771
H 0.6806 -1.2540 -2.4793
```

Results
* HOMO level (alpha / beta): -8.2 / -8.2 eV
* multiplicity: 2
* max |F|: 0.67 eV/Å
* electronic energy: -99478.5214 eV
* net charge: 0
* ΔE to the lowest compared entry with this formula, charge and spin: 0.1998 eV


Record 6
Here is 8 unconnected molecules or ions with the total composition C13H42N4O8 in a non-equilibrium geometry from the Open Molecules 2025 dataset. Energies are from ωB97M-V with the def2-TZVPD basis set.

```
67
Properties=species:S:1:pos:R:3
C 3.4594 -0.9802 -0.3456
C 2.1142 -0.6590 -0.8613
O 2.0154 -1.1098 -2.1966
H 3.6603 -2.0065 -0.6204
H 3.5502 -0.9150 0.7360
H 4.2701 -0.4519 -0.7479
H 1.9781 0.4474 -0.7248
H 1.3187 -1.2093 -0.3000
H 1.1223 -0.8300 -2.5521
C -1.0318 -3.0610 -0.6132
C 0.1401 -3.8817 -0.0493
O 0.1146 -5.2273 -0.6647
H -0.8848 -3.0012 -1.6682
H -0.8752 -2.0866 -0.2044
H -1.9502 -3.4956 -0.3737
H 0.0119 -3.8529 1.0242
H 1.1354 -3.4821 -0.2293
H -0.7347 -5.6381 -0.4525
C -3.6653 -0.4512 -1.7804
C -4.6688 -1.0595 -0.7563
O -3.9499 -1.4878 0.3956
H -4.1894 -0.2122 -2.7107
H -2.9025 -1.2286 -2.0280
H -3.1165 0.3552 -1.3003
H -5.2532 -1.8650 -1.1414
H -5.4181 -0.3182 -0.4346
H -4.6941 -1.8481 0.9628
C -2.5490 2.0789 2.9344
C -3.2323 1.2321 1.7833
O -2.3859 0.2435 1.3725
H -2.3717 1.4326 3.7947
H -3.1642 2.8869 3.2079
H -1.6049 2.5033 2.5531
H -3.4381 1.7826 0.8590
H -4.1553 0.7903 2.1323
H -2.9062 -0.4118 0.8929
C 3.3284 3.7197 0.7387
C 3.9068 2.3390 0.9613
O 4.3860 2.2515 2.2518
H 2.4413 3.7905 1.3098
H 3.0286 3.6825 -0.3066
H 4.0642 4.4296 0.9517
H 4.6084 2.0899 0.1328
H 3.1222 1.5760 0.9196
H 5.2131 1.7721 2.3326
C 0.0666 0.5438 -4.0994
O 1.0397 1.4606 -3.7351
N 0.0841 -0.1304 -5.2809
N -0.6864 -0.0430 -3.2341
H 0.8003 0.2428 -5.9177
H -0.5217 -0.9074 -5.5840
H -0.7124 0.4551 -2.3254
H -1.2980 -0.8201 -3.3753
C 1.6387 -0.5100 2.8082
O 1.7126 -1.8205 2.3140
N 0.4838 0.1355 3.0156
N 2.6696 0.1169 3.2727
H -0.3261 -0.2422 2.5479
H 0.4528 0.9779 3.6075
H 3.5635 -0.4084 3.1541
H 2.6643 1.1056 3.3029
C 0.0135 2.1058 0.0491
O -0.7005 1.0689 -0.5762
H -0.6852 2.8168 0.5450
H 0.5700 2.7555 -0.5991
H 0.6451 1.7346 0.8515
H -1.3223 0.7289 0.0740
```

Results
* HOMO level: -8.8 eV
* multiplicity: 1
* max |F|: 7.98 eV/Å
* electronic energy: -36500.0725 eV
* net charge: 0
* SMILES: NC(N)=O.NC(N)=O.CCO.CCO.CCO.CCO.CCO.CO
* ΔE to the lowest compared entry with this formula, charge and spin: 0.8466 eV


Record 7
Here is C4H6N2 in the gas phase in a non-equilibrium geometry from the Open Molecules 2025 dataset. Energies are from ωB97M-V with the def2-TZVPD basis set.

```
12
Properties=species:S:1:pos:R:3
C 1.6641 -0.0795 0.3108
C 0.3321 0.0183 -0.4095
C -0.5518 1.0089 -0.1796
N -1.9033 0.7631 0.3247
C -1.7707 -0.3128 -0.3490
N -0.5603 -1.1426 -0.2677
H 1.5571 0.2827 1.3260
H 2.4949 0.4327 -0.1632
H 1.9127 -1.1266 0.4400
H -0.4362 2.0691 -0.3726
H -2.1998 -0.3979 -1.3551
H -0.5389 -1.5154 0.6952
```

Results
* HOMO level: -8.0 eV
* multiplicity: 1
* max |F|: 2.94 eV/Å
* electronic energy: -7220.3544 eV
* net charge: 0
* ΔE to the lowest compared entry with this formula, charge and spin: 5.2365 eV


Record 8
Here is C4H8O3 in the gas phase in a non-equilibrium geometry from the Open Molecules 2025 dataset. Energies are from ωB97M-V with the def2-TZVPD basis set.

```
15
Properties=species:S:1:pos:R:3
C -0.7009 -2.2517 0.4607
O -0.3010 -1.1742 -0.3711
C -0.9605 0.0582 -0.0675
O -2.1138 0.1443 0.2302
C 0.2384 0.9589 0.1137
C 1.0662 1.2746 -1.1177
O 0.0416 2.0698 0.9462
H -0.4742 -2.0541 1.5220
H -0.1569 -3.1493 0.1536
H -1.7714 -2.3787 0.3336
H 0.7137 0.0041 0.5129
H 1.1256 0.3959 -1.7610
H 2.0768 1.5409 -0.7908
H 0.6620 2.1129 -1.6967
H -0.0920 2.8588 0.3946
```

Results
* HOMO level: -10.1 eV
* multiplicity: 1
* max |F|: 2.92 eV/Å
* electronic energy: -10418.7995 eV
* net charge: 0
* SMILES: COC(=O)[C@@H](C)O
* ΔE to the lowest compared entry with this formula, charge and spin: 2.2040 eV


Record 9
Here is 2 unconnected molecules or ions with the total composition C3H10NO2 in a non-equilibrium geometry from the Open Molecules 2025 dataset. Energies are from ωB97M-V with the def2-TZVPD basis set.

```
16
Properties=species:S:1:pos:R:3
C -0.3099 -0.2922 1.6697
C -0.7235 -0.2064 0.2009
C 0.4520 0.1082 -0.7069
O 0.0710 0.4652 -1.9681
N -1.3252 -0.9659 2.5142
H -0.2010 0.7265 2.0566
H 0.6503 -0.7670 1.8791
H -1.2460 -1.1393 -0.0764
H -1.5112 0.5237 -0.0442
H 1.1610 -0.7656 -0.7267
H 1.1063 0.8473 -0.1766
H -1.0862 -1.9406 2.5812
H -2.2611 -0.8451 2.1892
H 1.9118 1.7972 -3.8116
H 1.2028 1.0003 -2.6398
O 2.1089 1.4537 -2.9404
```

Results
* HOMO level: -3.1 eV
* multiplicity: 1
* max |F|: 1.66 eV/Å
* electronic energy: -8858.2485 eV
* net charge: -1
* ΔE to the lowest compared entry with this formula, charge and spin: 0.5454 eV